This record from the Open Molecules 2025 dataset describes a structure of composition C32H47F2N7NbO5 in a non-equilibrium geometry. The level of theory is wB97M-V/def2-TZVPD.

E_HOMO ... -5.64 eV
DFT total energy ... -61598.5927 eV
HOMO-LUMO gap ... 0.27653 hartree
Total charge ... -1

XYZ file:
```
94
Properties=species:S:1:pos:R:3:forces:R:3:mulliken_charge:R:1
C 0.1041 1.8014 -0.1090 -0.2 0.0 -0.9 -0.87
C -0.8136 0.8107 -0.8137 0.5 -0.1 0.8 -0.70
C -0.4426 -0.6143 -0.4243 -0.5 -0.1 -1.0 0.16
O 0.9465 -0.8280 -0.3606 0.4 -0.6 2.4 -0.81
Nb 1.6803 -1.5319 1.4026 1.6 2.6 -3.2 -0.30
O 2.8574 0.0915 1.5157 -1.2 -1.4 0.2 -0.81
C 0.2331 -3.3044 1.2512 0.0 0.8 0.4 -0.40
O -0.5341 -3.6255 2.4214 -0.1 -0.7 -0.3 -0.21
C -1.6376 -2.7901 2.6226 -0.1 -0.3 0.6 0.11
C -2.6522 -3.4921 3.4941 0.4 0.3 -0.4 -1.30
N 2.2133 -2.2859 3.3534 0.7 0.9 -0.4 0.17
C 3.5571 -2.5550 3.5703 0.3 -1.9 1.8 0.42
O 4.0024 -3.3436 4.3822 -0.5 1.5 -1.2 -0.57
F 4.3964 -1.8727 2.7896 0.0 -0.1 -0.2 -0.20
C 1.6688 -1.6276 4.4513 0.0 0.8 0.5 0.53
O 1.8503 -0.5001 4.8150 -0.1 -1.1 -0.2 -0.52
F 0.8565 -2.4268 5.1548 -0.3 -0.1 0.0 -0.25
H -0.2608 2.8105 -0.2352 -0.1 0.4 0.1 0.44
H 1.0773 1.7512 -0.5757 0.5 0.0 0.1 0.19
H 0.1757 1.5505 0.9348 0.1 0.0 0.5 0.13
H -1.8135 0.9762 -0.4390 -0.6 0.0 -0.2 0.31
H -0.7974 0.9336 -1.8849 0.0 0.2 -0.4 0.33
H -0.9361 -0.8356 0.5081 -0.1 -0.1 0.4 0.05
H -0.8670 -1.2856 -1.1704 -0.1 -0.3 -0.2 0.31
H 0.3734 -0.5717 2.2972 -0.2 -0.6 0.5 0.05
H 2.9515 -2.6004 0.6065 -0.1 -0.8 0.4 0.07
H 2.3990 0.9241 1.4144 0.0 0.5 -0.2 0.29
H 0.8812 -4.1604 1.0960 0.4 -0.2 0.0 0.51
H -0.4159 -3.2587 0.3725 -0.3 0.0 -0.2 0.48
H -1.3147 -1.8923 3.1349 0.1 0.6 -0.1 0.20
H -2.1181 -2.5376 1.6817 0.0 0.2 -0.4 0.26
H -3.5054 -2.8375 3.5710 -0.5 0.1 0.2 0.46
H -2.9506 -4.4189 3.0293 -0.2 -0.3 0.0 0.08
H -2.2457 -3.6598 4.4777 0.1 -0.3 0.4 0.33
N 1.9380 5.6643 -1.2610 0.0 0.1 -0.1 0.03
C 1.2444 5.6054 -2.4388 0.1 -0.1 0.0 -0.95
C 0.3255 6.6214 -2.4404 0.0 0.0 0.0 -0.24
C 0.4726 7.3227 -1.2149 0.0 0.1 0.0 -0.48
C 1.4772 6.7068 -0.5133 0.0 -0.1 0.0 -0.61
H 2.6705 5.0355 -0.9885 0.0 -0.1 0.0 0.20
H 1.4617 4.8436 -3.1691 -0.1 -0.1 0.0 0.53
H -0.3735 6.8372 -3.2302 0.0 0.0 0.0 0.46
H -0.0966 8.1770 -0.8865 0.0 0.0 0.0 0.52
H 1.8977 6.9153 0.4540 -0.1 -0.1 0.1 0.44
N 2.5651 9.6134 0.6536 0.0 0.1 0.1 0.19
C 3.4058 9.0814 1.5923 0.0 0.0 -0.1 -0.19
C 3.9998 10.1172 2.2622 0.0 0.0 0.0 -0.60
C 3.4959 11.3234 1.7064 0.0 0.0 0.0 -0.46
C 2.6134 10.9776 0.7182 0.0 0.0 0.0 -0.51
H 2.0018 9.0854 0.0117 0.0 0.0 -0.1 0.18
H 3.5125 8.0170 1.7059 0.0 0.0 0.0 0.30
H 4.7150 10.0212 3.0610 0.0 0.0 0.0 0.39
H 3.7521 12.3274 1.9986 0.0 0.0 0.0 0.39
H 2.0182 11.5836 0.0577 0.0 0.0 0.0 0.36
N -1.6427 -6.1499 0.6266 0.1 0.0 0.1 0.28
C -2.4481 -5.6227 -0.3349 0.0 0.0 0.0 -0.55
C -3.3090 -6.6107 -0.7472 -0.1 0.0 0.0 -0.89
C -3.0075 -7.7790 0.0034 0.0 0.0 0.0 -0.57
C -1.9750 -7.4579 0.8434 0.1 0.1 0.1 -0.73
H -0.9124 -5.6417 1.1057 -0.1 0.2 0.0 0.19
H -2.3426 -4.5964 -0.6431 0.0 0.0 0.0 0.58
H -4.0771 -6.5053 -1.4971 -0.1 0.0 0.1 0.74
H -3.4913 -8.7382 -0.0645 0.0 0.0 0.0 0.47
H -1.4481 -8.0476 1.5742 0.0 -0.1 0.0 0.53
N -2.2116 -6.1981 -3.8608 -0.1 0.0 0.0 0.10
C -2.8959 -6.4574 -5.0143 0.0 0.0 0.0 -0.41
C -2.0647 -6.1835 -6.0690 0.0 0.0 0.0 -0.54
C -0.8281 -5.7424 -5.5253 0.0 0.0 0.0 -0.61
C -0.9529 -5.7645 -4.1607 0.0 0.0 0.0 -0.33
H -2.5778 -6.3079 -2.9276 0.2 0.0 0.0 0.26
H -3.9112 -6.8137 -4.9877 0.0 0.0 0.0 0.33
H -2.3143 -6.2874 -7.1114 0.0 0.0 0.0 0.38
H 0.0502 -5.4436 -6.0716 0.0 0.0 0.0 0.39
H -0.2558 -5.5091 -3.3815 0.0 0.0 0.0 0.41
N -2.8757 -6.8456 4.2650 0.0 -0.1 0.1 0.20
C -2.3103 -7.1838 5.4616 0.0 0.0 -0.1 -0.61
C -3.3220 -7.3704 6.3656 0.0 0.0 0.0 -0.40
C -4.5466 -7.1350 5.6825 0.0 0.0 0.0 -0.66
C -4.2349 -6.8142 4.3880 0.0 0.0 -0.1 -0.29
H -2.3701 -6.6447 3.4221 0.0 0.1 0.0 0.17
H -1.2424 -7.2601 5.5677 0.0 0.0 0.0 0.39
H -3.1987 -7.6425 7.4000 0.0 0.0 0.0 0.41
H -5.5397 -7.1931 6.0944 0.0 0.0 0.0 0.41
H -4.8603 -6.5667 3.5480 0.0 0.0 0.0 0.38
N 2.3484 7.3131 -5.1338 0.1 -0.1 0.0 0.10
C 2.1018 6.9605 -6.4305 0.0 0.0 0.0 -0.40
C 2.4163 8.0311 -7.2254 0.0 0.0 0.0 -0.50
C 2.8746 9.0696 -6.3705 0.0 0.0 0.0 -0.56
C 2.8213 8.5929 -5.0871 0.0 0.0 0.0 -0.37
H 2.2029 6.7222 -4.3312 -0.1 0.1 0.0 0.27
H 1.7247 5.9831 -6.6769 0.0 0.0 0.0 0.35
H 2.3285 8.0661 -8.2980 0.0 0.0 0.0 0.39
H 3.2046 10.0516 -6.6638 0.0 0.0 0.0 0.38
H 3.0776 9.0537 -4.1489 0.0 0.0 0.0 0.40
```
Forces are in eV/Å.